*a*
A cluster of 8 separate species, C26H74N6O8 in total, computed with ωB97M-V with the def2-TZVPD basis set.

Atoms and positions in Å:
1 C -17.850 10.363 11.595
2 O -19.008 9.754 10.970
3 H -17.934 10.444 12.679
4 H -16.912 9.899 11.291
5 H -17.803 11.404 11.277
6 H -19.634 10.374 10.588
7 C -16.059 15.298 19.899
8 O -16.112 15.845 21.190
9 H -16.993 14.776 19.689
10 H -15.854 16.071 19.159
11 H -15.308 14.510 19.837
12 H -16.713 16.590 21.127
13 C -20.085 13.927 10.320
14 C -20.624 12.893 9.334
15 C -19.437 12.460 8.383
16 O -19.912 11.789 7.297
17 C -18.953 11.366 6.351
18 N -21.293 11.796 10.032
19 H -19.629 14.672 9.668
20 H -19.353 13.610 11.064
21 H -20.925 14.431 10.797
22 H -21.280 13.349 8.593
23 H -18.837 11.688 8.865
24 H -18.879 13.347 8.080
25 H -18.450 12.160 5.800
26 H -19.609 11.026 5.550
27 H -18.419 10.557 6.850
28 H -21.774 11.037 9.570
29 H -22.117 12.089 10.538
30 C -18.568 13.073 17.274
31 C -20.025 12.448 17.294
32 C -20.480 11.681 15.864
33 O -20.966 12.696 14.868
34 C -21.378 12.151 13.666
35 N -19.968 11.565 18.412
36 H -17.829 12.422 16.805
37 H -18.220 13.284 18.285
38 H -18.482 13.968 16.657
39 H -20.783 13.202 17.509
40 H -21.239 10.925 16.063
41 H -19.597 11.196 15.448
42 H -20.698 11.356 13.360
43 H -21.497 12.850 12.839
44 H -22.346 11.654 13.734
45 H -20.898 11.341 18.735
46 H -19.534 12.105 19.148
47 C -19.053 8.444 14.353
48 C -17.830 8.206 15.310
49 C -16.437 8.814 14.968
50 O -16.582 10.277 15.111
51 C -15.565 11.190 14.602
52 N -18.084 8.681 16.670
53 H -18.720 8.147 13.358
54 H -19.231 9.518 14.314
55 H -19.971 7.963 14.691
56 H -17.542 7.167 15.469
57 H -16.307 8.569 13.914
58 H -15.618 8.554 15.638
59 H -15.331 10.988 13.557
60 H -14.601 11.025 15.083
61 H -15.837 12.245 14.632
62 H -18.532 9.585 16.618
63 H -17.133 8.844 16.970
64 C -18.610 17.258 11.201
65 C -18.790 17.407 12.723
66 C -17.489 17.137 13.508
67 O -16.834 15.923 13.112
68 C -16.040 15.403 14.181
69 N -19.447 18.671 13.041
70 H -17.748 17.847 10.887
71 H -19.544 17.534 10.711
72 H -18.556 16.207 10.918
73 H -19.479 16.625 13.041
74 H -17.432 17.374 14.570
75 H -16.800 17.910 13.169
76 H -15.514 14.507 13.849
77 H -16.529 15.085 15.102
78 H -15.278 16.132 14.457
79 H -20.393 18.571 12.699
80 H -19.433 18.888 14.027
81 C -24.109 15.353 13.512
82 C -23.035 16.134 14.268
83 C -23.011 16.132 15.830
84 O -21.884 16.726 16.355
85 C -21.787 18.099 16.425
86 N -21.709 15.820 13.720
87 H -23.862 15.103 12.481
88 H -25.064 15.866 13.624
89 H -24.211 14.393 14.018
90 H -23.213 17.185 14.043
91 H -23.085 15.078 16.096
92 H -23.966 16.513 16.192
93 H -22.563 18.679 16.926
94 H -21.835 18.595 15.456
95 H -20.865 18.390 16.927
96 H -21.652 14.861 13.407
97 H -20.980 15.738 14.414
98 C -16.993 11.320 21.395
99 C -18.448 11.598 21.906
100 C -18.475 11.635 23.466
101 O -19.779 11.925 24.089
102 C -20.906 11.226 23.680
103 N -18.667 12.924 21.391
104 H -17.022 11.068 20.335
105 H -16.530 10.485 21.921
106 H -16.242 12.085 21.591
107 H -19.141 10.851 21.520
108 H -17.782 12.390 23.838
109 H -18.199 10.658 23.862
110 H -21.696 11.725 24.239
111 H -20.731 10.183 23.945
112 H -21.033 11.292 22.599
113 H -19.301 13.353 22.050
114 H -17.850 13.505 21.518

Gap between HOMO and LUMO   9.191 eV
SMILES   COC[C@H](C)N.COC[C@H](C)N.COC[C@H](C)N.COC[C@H](C)N.COC[C@H](C)N.COC[C@H](C)N.CO.CO
HOMO energy   -8.73 eV

*b*
A cluster of 8 separate species, C26H74N6O8 in total, computed with ωB97M-V with the def2-TZVPD basis set.

Atoms and positions in Å:
1 C -4.980 -0.521 -3.138
2 C -4.294 -1.770 -2.582
3 C -4.880 -3.015 -3.239
4 O -6.279 -3.010 -3.126
5 C -6.900 -3.822 -4.086
6 N -2.833 -1.769 -2.845
7 H -4.441 0.390 -2.863
8 H -5.969 -0.423 -2.685
9 H -5.133 -0.553 -4.218
10 H -4.496 -1.801 -1.509
11 H -4.427 -3.898 -2.766
12 H -4.574 -3.001 -4.295
13 H -6.887 -3.415 -5.103
14 H -7.945 -3.943 -3.794
15 H -6.449 -4.822 -4.104
16 H -2.669 -2.182 -3.759
17 H -2.584 -0.791 -2.960
18 C 3.543 -0.690 2.437
19 C 3.303 -1.849 3.405
20 C 2.493 -2.958 2.787
21 O 1.176 -2.511 2.504
22 C 0.344 -3.586 2.132
23 N 4.570 -2.435 3.875
24 H 2.602 -0.373 1.969
25 H 4.251 -0.903 1.638
26 H 3.810 0.210 2.999
27 H 2.767 -1.434 4.260
28 H 2.433 -3.797 3.496
29 H 2.973 -3.403 1.902
30 H -0.577 -3.184 1.711
31 H 0.085 -4.199 3.003
32 H 0.827 -4.211 1.374
33 H 4.951 -1.902 4.645
34 H 5.241 -2.397 3.116
35 C 0.507 -5.848 -4.323
36 C -0.412 -5.368 -3.195
37 C 0.409 -4.877 -2.000
38 O 1.043 -5.916 -1.278
39 C 0.180 -6.614 -0.423
40 N -1.348 -4.393 -3.702
41 H 1.200 -5.071 -4.657
42 H -0.080 -6.182 -5.176
43 H 1.110 -6.652 -3.896
44 H -0.972 -6.253 -2.878
45 H -0.281 -4.340 -1.324
46 H 1.144 -4.124 -2.295
47 H 0.768 -7.378 0.078
48 H -0.674 -7.062 -0.943
49 H -0.269 -5.950 0.333
50 H -0.868 -3.603 -4.134
51 H -1.989 -3.947 -3.057
52 C -1.285 6.331 4.112
53 C -0.223 5.492 3.440
54 C -0.268 4.054 3.874
55 O 0.839 3.369 3.310
56 C 0.775 1.989 3.567
57 N -0.315 5.662 1.991
58 H -1.208 6.352 5.198
59 H -2.301 5.985 3.875
60 H -1.243 7.343 3.707
61 H 0.753 5.877 3.761
62 H -1.220 3.598 3.567
63 H -0.152 3.999 4.967
64 H -0.082 1.498 3.094
65 H 0.765 1.781 4.647
66 H 1.706 1.564 3.190
67 H -1.240 5.355 1.694
68 H 0.307 4.994 1.543
69 C -2.664 2.157 1.113
70 C -2.210 2.285 -0.349
71 C -2.670 3.592 -0.943
72 O -2.035 4.652 -0.251
73 C -2.400 5.921 -0.740
74 N -0.762 2.212 -0.512
75 H -3.754 2.113 1.161
76 H -2.288 2.978 1.722
77 H -2.239 1.234 1.516
78 H -2.684 1.503 -0.952
79 H -3.762 3.660 -0.852
80 H -2.377 3.641 -1.999
81 H -3.464 6.125 -0.547
82 H -2.186 6.038 -1.805
83 H -1.858 6.660 -0.150
84 H -0.333 1.485 0.056
85 H -0.353 3.080 -0.186
86 C 6.369 2.541 2.097
87 C 5.428 3.728 1.906
88 C 4.015 3.315 1.560
89 O 4.035 2.743 0.284
90 C 2.766 2.243 -0.069
91 N 5.476 4.616 3.072
92 H 6.021 1.903 2.909
93 H 7.373 2.895 2.342
94 H 6.462 2.020 1.145
95 H 5.775 4.269 1.011
96 H 3.303 4.144 1.696
97 H 3.634 2.582 2.297
98 H 2.851 1.687 -1.002
99 H 2.051 3.057 -0.231
100 H 2.372 1.551 0.683
101 H 5.345 5.575 2.768
102 H 6.410 4.615 3.464
103 C -0.366 -1.178 -0.347
104 O 0.299 -0.404 0.636
105 H -0.279 -0.669 -1.303
106 H -0.045 -2.219 -0.395
107 H -1.442 -1.198 -0.120
108 H 0.370 -0.859 1.484
109 C 1.166 -1.530 -4.574
110 O -0.030 -2.132 -5.052
111 H 1.997 -2.249 -4.562
112 H 1.514 -0.744 -5.250
113 H 0.999 -1.149 -3.573
114 H 0.040 -2.187 -6.009

Gap between HOMO and LUMO   9.179 eV
SMILES   COC[C@H](C)N.COC[C@H](C)N.COC[C@H](C)N.COC[C@H](C)N.COC[C@H](C)N.COC[C@H](C)N.CO.CO
HOMO energy   -8.61 eV

Which structure is most stable? *b*, by 102.9 kcal/mol over the runner-up.